[1]
{
  "formula": "C20H24O6PtSSi",
  "method": "ωB97M-V/def2-TZVPD",
  "symbols": ["Pt", "O", "C", "O", "C", "O", "C", "C", "O", "O", "H", "H", "H", "H", "H", "C", "C", "C", "C", "C", "C", "Si", "C", "C", "C", "C", "C", "C", "H", "H", "H", "H", "H", "H", "H", "H", "H", "H", "H", "O", "S", "C", "C", "C", "C", "H", "H", "H", "H", "H", "H", "H", "H"],
  "positions_angstrom": [[1.034904, 0.715878, 0.214172], [-1.865949, 4.055926, -1.663805], [-1.100792, 3.371857, -0.789542], [-1.551939, 2.690068, 0.087262], [0.353361, 3.597022, -1.115408], [1.171542, 3.174468, -0.050351], [2.558781, 3.292326, -0.395208], [3.215642, 2.054046, -1.032729], [4.327351, 2.228153, -1.489913], [2.598529, 0.910976, -1.036793], [-2.788938, 3.847208, -1.460042], [0.495598, 4.661514, -1.319678], [0.578678, 3.041769, -2.033808], [3.095811, 3.529115, 0.521180], [2.683854, 4.122672, -1.091032], [3.188473, -2.763486, -4.165375], [3.874964, -2.935039, -2.973311], [3.294103, -2.541674, -1.776085], [2.022800, -1.974875, -1.745766], [1.348249, -1.807616, -2.956048], [1.921509, -2.195859, -4.156814], [1.203077, -1.483804, -0.124156], [-0.548870, -2.208588, -0.081267], [-1.684320, -1.445552, -0.335571], [-2.955229, -2.006110, -0.305942], [-3.109280, -3.354347, -0.022239], [-1.989179, -4.139812, 0.223735], [-0.724925, -3.569040, 0.195448], [3.639392, -3.070480, -5.100972], [4.864981, -3.373884, -2.976177], [3.845177, -2.671650, -0.850893], [0.354903, -1.368782, -2.960992], [1.382691, -2.058123, -5.086237], [1.989418, -2.149568, 0.961278], [-1.574796, -0.390649, -0.570550], [-3.824771, -1.389797, -0.504060], [-4.097879, -3.796170, 0.001510], [-2.103225, -5.195373, 0.437182], [0.141349, -4.191793, 0.392164], [0.471757, 0.694507, 2.324517], [-0.638135, -0.000209, 3.106193], [-0.964512, 1.158884, 4.467451], [-1.938431, 2.190134, 3.921167], [-2.984207, 1.366951, 3.178949], [-2.202953, 0.417066, 2.276742], [0.008820, 1.539624, 4.772363], [-1.396820, 0.579309, 5.286054], [-1.414562, 2.848208, 3.224193], [-2.365018, 2.803584, 4.714589], [-3.666480, 1.979829, 2.589931], [-3.582725, 0.799659, 3.896633], [-1.873682, 0.914622, 1.365485], [-2.718085, -0.503115, 2.012571]],
  "forces_ev_per_angstrom": [[0.992, 0.439, 1.089], [0.071, -0.133, 0.101], [0.007, 0.189, -0.258], [-0.028, 0.010, 0.114], [-0.003, -0.137, 0.087], [-0.074, -0.119, 0.003], [-0.049, -0.002, -0.052], [0.294, 0.028, -0.129], [-0.141, 0.027, 0.029], [-0.552, 0.334, -0.490], [-0.044, 0.003, -0.008], [0.038, 0.025, -0.002], [-0.041, -0.012, -0.034], [0.001, -0.070, 0.032], [0.141, 0.009, 0.027], [0.013, -0.011, -0.023], [0.029, -0.008, -0.022], [0.057, 0.012, 0.098], [-0.220, 0.026, 0.151], [-0.059, 0.013, -0.012], [-0.010, 0.018, 0.003], [0.019, -0.459, -0.033], [0.279, -0.162, 0.066], [-0.062, 0.083, -0.162], [-0.032, -0.040, -0.015], [-0.028, -0.027, 0.003], [0.037, 0.030, 0.008], [-0.079, 0.010, 0.031], [-0.001, 0.005, 0.007], [-0.002, 0.010, 0.002], [-0.010, -0.015, -0.010], [0.005, -0.014, -0.003], [-0.001, 0.001, 0.006], [-0.095, -0.008, -0.080], [0.029, -0.007, 0.008], [0.004, -0.011, -0.018], [0.007, 0.002, -0.002], [-0.003, 0.006, 0.004], [-0.003, 0.001, 0.003], [-0.364, 0.129, -0.623], [-0.191, -0.141, 0.091], [0.098, -0.073, -0.020], [0.038, 0.052, -0.064], [-0.031, -0.007, 0.042], [-0.030, 0.007, 0.045], [-0.003, 0.003, 0.007], [-0.007, -0.023, -0.022], [-0.025, 0.005, -0.004], [0.001, -0.024, 0.019], [0.032, 0.012, -0.016], [-0.024, 0.019, -0.009], [0.025, -0.001, -0.019], [-0.003, -0.003, 0.056]],
  "nbo_charge": [0.471, -0.675, 0.792, -0.603, -0.182, -0.551, -0.199, 0.742, -0.626, -0.716, 0.499, 0.210, 0.224, 0.224, 0.202, -0.209, -0.202, -0.192, -0.484, -0.132, -0.236, 1.149, -0.490, -0.224, -0.225, -0.214, -0.234, -0.132, 0.209, 0.209, 0.211, 0.196, 0.207, -0.198, 0.215, 0.208, 0.211, 0.212, 0.205, -0.993, 1.241, -0.584, -0.417, -0.407, -0.620, 0.256, 0.228, 0.227, 0.226, 0.232, 0.204, 0.281, 0.254],
  "homo_lumo_gap_ev": 8.46,
  "total_charge": 0,
  "mol_weight_g_mol": 615.6,
  "relative_energy_kj_mol": 0.0,
  "total_energy_ha": -2034.9432
}

=====

[2]
{
  "formula": "C4H7NO2",
  "method": "ωB97M-V/def2-TZVPD",
  "symbols": ["C", "C", "N", "O", "C", "C", "O", "H", "H", "H", "H", "H", "H", "H"],
  "positions_angstrom": [[1.509733, 0.107629, 1.137466], [0.382881, 0.207634, 0.173027], [-0.425475, -0.731066, -0.225659], [-0.017701, -2.070473, -0.080410], [-0.090993, 1.414955, -0.564396], [-1.545747, -0.205324, -0.844754], [-0.463517, 2.461921, -0.059256], [2.326315, -0.476391, 0.694501], [1.875893, 1.117511, 1.335874], [1.232458, -0.372394, 2.080190], [-0.831467, -2.584588, 0.042089], [0.134164, 1.296771, -1.644531], [-1.859091, -0.504555, -1.838079], [-2.227453, 0.338371, -0.206061]],
  "forces_ev_per_angstrom": [[-0.006, 0.059, 0.056], [-0.085, -0.021, -0.055], [0.152, 0.695, -0.020], [-0.212, -0.118, -0.361], [0.142, 0.262, 0.167], [-0.180, -0.431, 0.017], [0.435, -0.056, 0.005], [-0.171, 0.082, 0.074], [-0.047, -0.150, 0.056], [-0.049, 0.039, -0.118], [-0.005, 0.241, -0.039], [-0.197, 0.027, 0.019], [0.092, -0.536, 0.267], [0.130, -0.094, -0.068]],
  "nbo_charge": [-0.675, 0.201, -0.011, -0.545, 0.315, -0.452, -0.617, 0.245, 0.247, 0.240, 0.481, 0.143, 0.206, 0.221],
  "homo_lumo_gap_ev": 8.49,
  "total_charge": 0,
  "mol_weight_g_mol": 101.1,
  "relative_energy_kj_mol": 498.3,
  "total_energy_ha": -361.6911
}

=====

[3]
{
  "formula": "C6H12O",
  "method": "ωB97M-V/def2-TZVPD",
  "symbols": ["C", "C", "C", "C", "C", "C", "H", "H", "H", "H", "H", "H", "H", "H", "H", "H", "H", "H", "O"],
  "positions_angstrom": [[1.283649, -0.587224, 0.755462], [2.093097, -1.494309, 0.226423], [-0.770038, -0.888005, -0.623671], [0.155925, -0.083729, -0.089343], [0.380959, 1.382838, -0.342352], [-1.689561, -0.408799, -1.707376], [1.534981, 0.005207, 1.634546], [1.953693, -1.995419, -0.723544], [3.079895, -1.695615, 0.633771], [-0.725960, -1.972223, -0.568175], [0.118831, 1.916929, 0.592771], [-0.184620, 1.858138, -1.129875], [1.442240, 1.600822, -0.486949], [-1.261526, -0.827419, -2.633105], [-1.815793, 0.681925, -1.697029], [-2.716983, -0.757023, -1.643096], [-0.326587, 1.032856, 3.103274], [-1.311264, 1.030644, 1.876134], [-1.240938, 1.200406, 2.822126]],
  "forces_ev_per_angstrom": [[-0.327, -0.052, -1.291], [1.012, -0.148, 0.289], [-0.006, 0.737, -0.566], [0.613, -0.623, 0.230], [-0.388, 0.377, 0.927], [-0.218, 0.152, 0.037], [-0.024, -0.214, 0.034], [-0.496, 0.221, -0.029], [-0.156, -0.122, 0.504], [0.148, 0.125, 0.757], [0.168, 0.097, -0.235], [-0.187, -0.122, -0.277], [-0.111, -0.185, -0.098], [-0.337, 0.585, -0.190], [0.484, -0.295, -0.421], [-0.078, -0.495, 0.205], [0.023, -0.009, -0.325], [0.292, -0.173, -0.022], [-0.411, 0.144, 0.469]],
  "mulliken_spin": [2.217, -0.840, 0.310, -1.845, 1.791, -0.125, 0.229, -0.153, -0.284, 0.237, -0.340, 0.053, -0.313, -0.070, 0.015, -0.023, -0.103, -0.081, 0.324],
  "homo_lumo_gap_ev": [2.73, 9.26],
  "spin_multiplicity": 2,
  "total_charge": -1,
  "mol_weight_g_mol": 100.2,
  "relative_energy_kj_mol": 144.4,
  "total_energy_ha": -310.9485
}